{
  "formula": "C30H26BrN4O4S3Sr",
  "method": "the ωB97M-V functional and the def2-TZVPD basis",
  "symbols": ["Sr", "S", "C", "N", "C", "C", "N", "C", "C", "C", "C", "C", "C", "C", "C", "S", "C", "C", "C", "C", "C", "C", "C", "H", "H", "H", "H", "H", "H", "H", "H", "H", "H", "H", "H", "H", "H", "H", "H", "H", "H", "O", "C", "C", "C", "N", "C", "Br", "C", "H", "H", "H", "H", "O", "S", "O", "N", "C", "O", "C", "C", "C", "C", "C", "C", "H", "H", "H", "H"],
  "coordinates": [[1.0694, -3.1258, -0.0514], [0.1260, -1.1307, 1.7164], [0.0681, 0.2914, 0.8329], [-0.2134, 1.4467, 1.4354], [-0.3081, 2.6758, 0.6538], [0.8468, 2.6846, -0.3092], [0.7105, 1.5138, -1.1669], [0.9645, 1.7666, -2.5894], [-0.1582, 2.5901, -3.1966], [-1.4430, 2.0593, -3.3129], [-2.4809, 2.8358, -3.8026], [-2.2476, 4.1485, -4.1902], [-0.9713, 4.6773, -4.0918], [0.0676, 3.9028, -3.5922], [0.3143, 0.3547, -0.6644], [0.0771, -0.9803, -1.6568], [-0.4895, 1.5956, 2.8660], [-1.8824, 2.1336, 3.0943], [-2.0771, 3.3942, 3.6438], [-3.3623, 3.8714, 3.8617], [-4.4568, 3.0906, 3.5250], [-4.2669, 1.8317, 2.9709], [-2.9845, 1.3535, 2.7562], [-0.2776, 3.5272, 1.3288], [-1.2571, 2.7072, 0.1100], [1.8022, 2.6410, 0.2220], [0.8171, 3.5765, -0.9299], [1.0980, 0.8191, -3.1012], [1.9001, 2.3237, -2.6480], [-1.6286, 1.0350, -3.0226], [-3.4739, 2.4122, -3.8824], [-3.0565, 4.7519, -4.5807], [-0.7822, 5.6970, -4.4009], [1.0630, 4.3276, -3.5200], [0.2544, 2.2799, 3.2797], [-0.3753, 0.6305, 3.3442], [-1.2206, 4.0009, 3.9168], [-3.5064, 4.8534, 4.2928], [-5.4584, 3.4608, 3.6999], [-5.1202, 1.2192, 2.7094], [-2.8320, 0.3671, 2.3306], [-5.5992, -6.4007, 0.1755], [-4.4007, -5.8182, 0.0879], [-3.1932, -6.5107, 0.0517], [-2.0219, -5.7908, -0.0320], [-1.9538, -4.4536, -0.0714], [-3.1219, -3.8171, -0.0386], [-3.1145, -1.9292, -0.0705], [-4.3560, -4.4283, 0.0252], [-5.5325, -7.3596, 0.2371], [-3.1717, -7.5926, 0.0900], [-1.0764, -6.3184, -0.0724], [-5.2737, -3.8594, 0.0329], [3.3499, 0.5199, -0.6240], [3.6390, -0.4904, 0.3605], [3.3234, -0.1460, 1.7195], [2.8628, -1.8706, -0.0430], [3.6729, -2.9152, -0.1591], [3.2322, -4.0706, -0.3333], [5.1123, -2.5416, -0.0512], [6.2143, -3.3626, -0.1972], [7.4759, -2.7956, -0.0657], [7.6239, -1.4416, 0.2121], [6.5145, -0.6144, 0.3602], [5.2715, -1.1884, 0.2187], [6.0838, -4.4158, -0.4079], [8.3536, -3.4170, -0.1813], [8.6152, -1.0226, 0.3191], [6.6220, 0.4398, 0.5765]],
  "forces_ev_per_angstrom": [[-3.379, -2.006, -0.133], [-0.210, 0.349, 0.073], [-0.087, 0.296, 0.832], [0.017, -0.271, -0.359], [0.074, 0.093, -0.229], [-0.057, 0.101, 0.255], [-0.338, -0.140, 0.263], [-0.018, 0.097, -0.269], [0.033, -0.088, 0.160], [0.059, 0.071, 0.022], [0.001, -0.057, 0.029], [-0.003, 0.005, -0.051], [-0.003, 0.055, -0.018], [0.037, -0.008, -0.007], [0.286, 0.160, -0.728], [-0.321, 0.248, -0.114], [-0.222, 0.037, 0.179], [0.074, 0.017, -0.007], [0.017, -0.054, 0.002], [-0.020, 0.030, -0.006], [-0.015, 0.049, 0.029], [-0.004, -0.064, -0.055], [-0.008, 0.026, -0.026], [0.049, -0.035, 0.048], [-0.007, 0.035, 0.061], [0.025, -0.017, -0.082], [-0.012, -0.021, -0.052], [-0.018, -0.035, 0.069], [0.050, -0.048, 0.060], [-0.002, -0.106, 0.047], [0.010, 0.013, -0.023], [0.003, 0.001, 0.020], [0.010, -0.008, 0.001], [0.006, -0.026, 0.018], [0.035, -0.031, -0.046], [0.100, -0.041, -0.010], [-0.005, 0.001, -0.002], [-0.005, -0.012, 0.008], [0.004, -0.005, -0.014], [0.003, 0.007, 0.013], [-0.012, -0.021, 0.013], [-0.220, 0.027, 0.009], [0.342, 0.234, -0.051], [-0.039, -0.215, 0.031], [-0.010, 0.037, -0.015], [0.166, 0.245, 0.028], [0.030, -0.174, 0.016], [0.036, 0.033, -0.022], [-0.191, -0.132, 0.025], [0.084, -0.042, -0.020], [0.047, 0.014, -0.011], [0.006, -0.026, 0.018], [0.034, 0.034, 0.030], [0.366, -0.140, -0.101], [-0.187, 0.375, 0.123], [0.316, -0.062, -0.028], [1.642, 1.702, 0.220], [1.222, -0.028, -0.071], [0.425, -0.316, -0.112], [0.188, -0.045, -0.008], [-0.054, -0.044, 0.013], [0.005, -0.037, -0.005], [-0.041, 0.019, 0.014], [-0.038, 0.175, 0.038], [-0.334, -0.252, -0.082], [0.007, 0.009, -0.006], [0.010, 0.017, 0.014], [0.004, 0.002, -0.017], [0.034, -0.008, 0.004]],
  "lowdin_charge": [1.306, 0.650, -0.649, -0.083, -0.084, -0.085, -0.095, -0.110, -0.210, -0.037, -0.069, -0.077, -0.072, -0.049, -0.668, 0.629, -0.111, -0.222, -0.045, -0.070, -0.076, -0.067, -0.033, 0.137, 0.151, 0.145, 0.132, 0.089, 0.136, 0.091, 0.108, 0.108, 0.108, 0.116, 0.141, 0.075, 0.115, 0.109, 0.108, 0.108, 0.093, 0.110, -0.307, 0.006, -0.139, -0.004, -0.730, 0.784, -0.041, 0.126, 0.122, 0.111, 0.118, -0.283, 0.647, -0.294, -0.332, -0.566, -0.129, -0.131, 0.014, -0.044, -0.045, -0.020, -0.196, 0.128, 0.114, 0.115, 0.126],
  "orbital_gap_ev": 7.73,
  "total_energy_ev": -149064.1068,
  "charge": 1
}


{
  "formula": "C4H8ClN",
  "method": "the ωB97M-V functional and the def2-TZVPD basis",
  "symbols": ["C", "C", "C", "C", "H", "H", "H", "H", "H", "H", "H", "H", "N", "Cl"],
  "coordinates": [[-0.3205, 0.8118, -1.5496], [-0.0055, -0.2455, -0.5417], [-0.9412, -0.3256, 0.4356], [0.3596, 0.2305, 0.8570], [0.4013, 0.6518, -2.6700], [-0.1612, 1.9406, -0.9382], [-1.5255, 0.6325, -1.9854], [-1.7721, 0.2386, 0.4664], [-1.2568, -1.3561, 0.6318], [0.1974, 1.2379, 0.9370], [2.2067, -0.4240, 1.4874], [0.7199, -1.3332, 2.1182], [1.1529, -0.4017, 1.7377], [0.9452, -1.6577, -0.9864]],
  "forces_ev_per_angstrom": [[-0.307, 1.446, -3.770], [3.610, 1.640, -3.577], [-2.050, -4.665, 3.779], [-1.871, -0.740, -1.452], [-2.064, 0.985, 3.739], [-0.667, -3.225, -2.417], [3.548, 0.904, 1.398], [-2.575, 2.314, -0.336], [0.422, 0.118, 0.765], [0.390, 2.765, 0.357], [-2.642, -0.406, 0.666], [1.784, 2.432, -1.147], [2.810, -3.416, 2.520], [-0.389, -0.152, -0.525]],
  "lowdin_charge": [-0.119, -0.942, -0.185, -0.432, 0.142, 0.149, 0.135, 0.081, 0.132, 0.097, 0.125, 0.138, 0.012, 0.668],
  "orbital_gap_ev": 9.72,
  "total_energy_ev": -18286.4232,
  "charge": 0
}


{
  "formula": "C9H12N4O3W",
  "method": "the ωB97M-V functional and the def2-TZVPD basis",
  "symbols": ["W", "N", "C", "C", "O", "N", "C", "C", "O", "O", "H", "H", "H", "H", "H", "H", "N", "C", "C", "C", "N", "C", "C", "H", "H", "H", "H", "H", "H"],
  "coordinates": [[-0.4489, 0.2589, 0.8885], [0.2585, 2.3215, 0.5936], [1.6146, 2.3483, -0.0583], [2.3419, 1.0402, 0.2115], [3.5027, 0.8657, 0.0335], [1.4723, 0.0419, 0.7387], [2.1038, -1.1942, 1.1869], [1.0198, -2.0635, 1.7752], [1.0504, -3.1791, 2.1122], [-0.2117, -1.2895, 1.8731], [-0.3818, 2.8912, 0.0377], [0.3098, 2.8094, 1.4902], [2.2142, 3.1764, 0.3138], [1.4942, 2.4698, -1.1344], [2.8572, -0.9839, 1.9496], [2.5974, -1.7285, 0.3739], [-6.3755, -0.1043, -1.0053], [-5.1093, -0.0090, -0.6489], [-4.4490, -1.0619, 0.0393], [-3.1497, -0.9241, 0.3905], [-2.4111, 0.2079, 0.1318], [-3.0455, 1.2123, -0.5573], [-4.3387, 1.1512, -0.9446], [-6.9195, -0.9285, -0.7999], [-6.8436, 0.6405, -1.4986], [-4.9682, -1.9784, 0.2833], [-2.6312, -1.7214, 0.8953], [-2.4597, 2.0916, -0.7926], [-4.7779, 1.9836, -1.4770]],
  "forces_ev_per_angstrom": [[-0.269, -0.145, 0.024], [0.113, 0.131, 0.011], [0.030, -0.099, 0.018], [-0.072, 0.024, 0.034], [-0.010, 0.014, 0.004], [-0.082, 0.318, -0.159], [0.032, -0.080, -0.011], [-0.132, -0.022, 0.009], [-0.046, 0.002, 0.043], [0.083, -0.017, -0.005], [-0.011, -0.002, 0.013], [0.038, -0.009, 0.004], [-0.004, 0.004, -0.003], [-0.003, -0.002, 0.000], [0.045, -0.017, -0.026], [0.012, -0.003, 0.001], [0.001, 0.011, -0.003], [-0.051, -0.041, 0.001], [0.035, -0.018, 0.012], [-0.101, 0.044, -0.102], [0.292, 0.057, 0.008], [0.039, 0.001, -0.017], [0.012, 0.022, -0.005], [-0.001, 0.000, 0.001], [-0.002, -0.002, 0.000], [-0.010, 0.004, -0.006], [0.050, -0.186, 0.155], [0.007, 0.008, 0.002], [0.005, 0.002, -0.002]],
  "lowdin_charge": [1.809, -0.087, -0.078, -0.461, 0.200, -0.176, -0.072, -0.431, 0.247, -0.247, 0.114, 0.129, 0.152, 0.148, 0.166, 0.163, 0.224, -0.250, 0.038, -0.107, -0.199, -0.115, 0.034, 0.147, 0.146, 0.140, 0.116, 0.111, 0.138],
  "orbital_gap_ev": [7.06, 7.25],
  "total_energy_ev": -23440.0914,
  "charge": 2,
  "multiplicity": 3
}